Record 1
{
  "formula": "C6H31NO8S",
  "method": "ωB97M-V/def2-TZVPD",
  "homo_ev": -8.82,
  "relative_energy_ev": 1.413,
  "gap_ev": 8.8,
  "species": ["C", "C", "N", "C", "C", "C", "C", "S", "H", "H", "H", "H", "H", "H", "H", "H", "H", "H", "H", "H", "H", "H", "H", "O", "H", "H", "O", "H", "H", "O", "H", "H", "O", "H", "H", "O", "H", "H", "O", "H", "H", "O", "H", "H", "O", "H", "H"],
  "xyz": [[-1.54, 2.12, 1.97], [-0.49, 1.24, 2.66], [-0.31, -0.11, 2.12], [0.99, -0.57, 2.63], [-0.23, -0.05, 0.60], [-1.52, -0.61, -0.05], [-1.83, 0.14, -1.34], [-3.52, 0.20, -1.93], [-1.30, 2.38, 0.94], [-2.59, 1.86, 2.10], [-1.54, 3.09, 2.47], [-0.83, 1.10, 3.69], [0.37, 1.91, 2.64], [1.76, 0.21, 2.60], [0.83, -0.82, 3.68], [1.34, -1.50, 2.18], [0.58, -0.72, 0.34], [-0.08, 0.94, 0.18], [-1.42, -1.67, -0.23], [-2.36, -0.38, 0.61], [-1.42, 1.14, -1.43], [-1.30, -0.30, -2.19], [-4.24, 0.15, -0.79], [-0.15, 4.01, -2.49], [-0.71, 4.48, -1.87], [0.00, 3.14, -2.11], [2.51, -0.85, -0.78], [2.29, -0.95, 0.15], [2.24, -1.75, -1.04], [2.12, 1.61, -3.49], [1.65, 1.38, -2.68], [1.71, 2.38, -3.91], [-2.62, -1.85, 2.49], [-2.45, -2.13, 3.39], [-1.81, -1.47, 2.10], [2.63, 1.86, -0.76], [2.78, 0.90, -0.90], [3.42, 2.24, -1.16], [1.48, -1.08, -4.07], [1.62, -0.14, -4.29], [1.90, -1.08, -3.20], [1.06, -3.00, -1.24], [0.57, -3.46, -0.55], [0.87, -3.45, -2.06], [0.00, -3.24, 1.45], [-0.90, -3.27, 1.80], [0.43, -4.04, 1.77]],
  "lowdin_charge": [-0.085, -0.254, -0.200, -0.104, -0.168, -0.225, -0.601, 0.714, 0.061, 0.079, 0.076, 0.118, 0.116, 0.090, 0.089, 0.057, 0.060, 0.096, 0.102, 0.079, 0.039, 0.068, -0.153, -0.049, 0.038, 0.004, -0.080, 0.028, 0.017, -0.050, 0.016, 0.056, -0.069, 0.039, -0.022, -0.086, -0.008, 0.046, -0.077, 0.010, -0.002, -0.040, 0.031, 0.073, -0.043, 0.045, 0.070]
}



Record 2
{
  "formula": "C6H32N2O8",
  "method": "ωB97M-V/def2-TZVPD",
  "homo_ev": [0.68, -6.14],
  "total_charge": -1,
  "multiplicity": 2,
  "relative_energy_ev": 1.165,
  "gap_ev": [2.2, 8.9],
  "s2": 0.750,
  "species": ["C", "C", "N", "C", "C", "C", "C", "N", "H", "H", "H", "H", "H", "H", "H", "H", "H", "H", "H", "H", "H", "H", "H", "H", "H", "H", "O", "H", "H", "O", "H", "H", "O", "H", "H", "O", "H", "H", "O", "H", "H", "O", "H", "H", "O", "H", "H", "O"],
  "xyz": [[-1.80, 2.96, -0.89], [-1.01, 1.71, -0.35], [-0.55, 0.71, -1.29], [-3.80, -1.22, -2.07], [-2.97, -0.03, -1.68], [-1.49, -0.47, -1.46], [-1.28, -1.38, -0.28], [-0.03, -2.24, -0.18], [-2.22, 3.46, -0.02], [-1.25, 3.81, -1.40], [-2.45, 2.67, -1.66], [-0.06, 2.29, 0.01], [-1.56, 1.13, 0.44], [0.37, 0.33, -0.95], [-3.84, -1.46, -3.21], [-4.80, -1.07, -1.84], [-3.58, -2.23, -1.68], [-3.01, 0.75, -2.42], [-3.17, 0.37, -0.67], [-1.27, -1.08, -2.50], [-1.31, -0.74, 0.67], [-2.21, -1.99, -0.22], [0.79, -1.69, -0.18], [0.01, -2.89, -1.04], [-1.29, 0.88, 3.56], [-0.31, -0.36, 3.76], [-0.72, 0.29, 3.08], [1.99, 2.63, 2.30], [2.00, 1.12, 2.53], [2.20, 1.79, 1.87], [-1.26, -3.26, 2.06], [0.13, -3.37, 1.39], [-0.44, -3.56, 2.21], [2.63, 0.73, -0.95], [2.87, 0.95, 0.49], [2.57, 0.25, -0.20], [2.43, 3.04, -1.61], [3.87, 3.09, -1.26], [3.23, 2.46, -1.53], [-1.06, -2.08, 4.67], [-0.16, -2.56, 3.50], [-0.19, -2.11, 4.36], [0.17, 2.79, -2.11], [1.20, 2.61, -3.37], [0.95, 3.21, -2.60], [4.05, -2.80, -0.08], [3.23, -1.69, -0.81], [3.29, -2.58, -0.54]],
  "lowdin_charge": [-0.131, -0.302, -0.061, -0.134, -0.225, -0.363, -0.242, 0.009, 0.060, 0.073, 0.018, 0.115, 0.090, 0.086, 0.104, 0.034, 0.069, 0.095, 0.113, 0.170, 0.109, 0.095, 0.013, 0.111, -0.016, 0.025, -0.203, -0.014, -0.002, -0.237, -0.042, 0.074, -0.058, -0.079, 0.038, -0.108, 0.023, 0.006, -0.103, -0.007, -0.018, -0.089, 0.018, 0.084, -0.130, -0.006, -0.031, -0.031]
}



Record 3
{
  "formula": "C6H32N2O8",
  "method": "ωB97M-V/def2-TZVPD",
  "homo_ev": -8.11,
  "relative_energy_ev": 1.874,
  "gap_ev": 8.1,
  "species": ["N", "H", "H", "H", "H", "C", "C", "O", "H", "H", "H", "H", "H", "O", "H", "H", "O", "H", "H", "O", "H", "H", "O", "H", "H", "O", "H", "H", "O", "H", "H", "C", "C", "C", "O", "C", "N", "H", "H", "H", "H", "H", "H", "H", "H", "H", "H", "H"],
  "xyz": [[-24.59, 30.22, 14.81], [-24.40, 29.21, 14.62], [-24.00, 30.62, 15.59], [-25.55, 30.32, 15.17], [-24.57, 30.77, 13.94], [-29.42, 29.19, 15.94], [-28.69, 30.52, 16.00], [-27.33, 30.42, 15.77], [-30.49, 29.40, 15.98], [-29.05, 28.56, 16.76], [-29.22, 28.59, 15.05], [-28.85, 31.03, 16.97], [-29.21, 31.16, 15.26], [-24.50, 27.58, 14.08], [-24.73, 27.24, 13.21], [-24.55, 26.81, 14.66], [-24.09, 31.94, 12.56], [-23.14, 32.10, 12.58], [-24.47, 32.78, 12.26], [-26.06, 28.77, 17.89], [-26.50, 29.23, 17.14], [-25.97, 29.45, 18.56], [-25.68, 32.62, 16.51], [-26.23, 31.84, 16.27], [-26.06, 33.35, 16.01], [-27.21, 32.39, 13.67], [-26.99, 31.70, 13.03], [-27.35, 31.91, 14.51], [-27.15, 29.55, 12.98], [-26.92, 28.62, 12.90], [-27.38, 29.66, 13.93], [-20.98, 29.96, 16.37], [-21.60, 31.29, 16.75], [-21.46, 32.28, 15.56], [-20.14, 32.77, 15.59], [-20.03, 33.94, 14.81], [-23.05, 31.14, 17.00], [-19.91, 30.17, 16.23], [-21.37, 29.47, 15.48], [-20.96, 29.21, 17.16], [-21.11, 31.69, 17.64], [-22.22, 33.06, 15.65], [-21.65, 31.77, 14.60], [-19.00, 34.29, 14.78], [-20.66, 34.72, 15.25], [-20.28, 33.73, 13.76], [-23.17, 30.51, 17.79], [-23.35, 32.04, 17.36]],
  "lowdin_charge": [0.258, 0.074, 0.068, 0.055, 0.074, -0.100, -0.436, -0.410, 0.070, 0.066, 0.061, 0.107, 0.099, -0.038, 0.066, 0.076, -0.046, 0.042, 0.065, -0.090, -0.011, 0.025, -0.089, -0.012, 0.032, -0.083, 0.002, -0.014, -0.070, 0.023, 0.006, -0.059, -0.393, -0.210, -0.182, -0.105, 0.018, 0.081, 0.075, 0.077, 0.142, 0.125, 0.116, 0.088, 0.090, 0.086, 0.099, 0.082]
}



Record 4
{
  "formula": "C6H32O10",
  "method": "ωB97M-V/def2-TZVPD",
  "homo_ev": -9.69,
  "relative_energy_ev": 1.553,
  "gap_ev": 9.5,
  "species": ["C", "C", "O", "H", "H", "H", "H", "H", "H", "C", "C", "O", "H", "H", "H", "H", "H", "H", "C", "C", "O", "H", "H", "H", "H", "H", "H", "O", "H", "H", "O", "H", "H", "O", "H", "H", "O", "H", "H", "O", "H", "H", "O", "H", "H", "O", "H", "H"],
  "xyz": [[-0.03, -3.70, -0.57], [-0.13, -3.99, 0.90], [0.03, -5.40, 1.06], [0.84, -4.24, -0.93], [0.05, -2.63, -0.74], [-0.95, -4.01, -1.07], [-1.10, -3.69, 1.30], [0.63, -3.44, 1.48], [-0.01, -5.61, 2.00], [1.33, 1.30, 0.21], [0.37, 0.15, -0.17], [-0.94, 0.62, -0.38], [0.92, 1.76, 1.11], [1.31, 1.98, -0.65], [2.33, 0.95, 0.42], [0.31, -0.55, 0.67], [0.76, -0.42, -1.02], [-0.91, 1.26, -1.11], [3.06, -1.40, 2.08], [2.90, -2.34, 3.25], [4.14, -2.51, 3.95], [3.85, -1.72, 1.40], [3.33, -0.39, 2.41], [2.18, -1.37, 1.44], [2.51, -3.30, 2.91], [2.14, -1.96, 3.95], [4.34, -3.45, 3.96], [2.37, 4.29, -1.59], [3.08, 4.92, -1.77], [2.81, 3.53, -1.18], [-1.92, 3.18, -1.62], [-1.30, 3.90, -1.45], [-2.52, 3.51, -2.30], [-1.45, 0.52, -3.45], [-1.49, 1.48, -3.51], [-1.20, 0.22, -4.33], [-3.93, 0.00, -2.02], [-4.14, 0.84, -1.57], [-3.12, 0.21, -2.51], [-3.16, -0.62, 0.98], [-3.41, -1.12, 0.20], [-2.32, -0.22, 0.72], [-4.28, 2.25, -0.26], [-4.50, 3.03, 0.26], [-3.35, 2.37, -0.52], [-0.10, 5.07, -0.48], [0.02, 6.02, -0.47], [0.65, 4.72, -0.99]],
  "lowdin_charge": [-0.071, -0.326, -0.081, 0.081, 0.048, 0.080, 0.116, 0.085, 0.079, -0.060, -0.313, -0.091, 0.089, 0.055, 0.060, 0.096, 0.110, 0.044, -0.090, -0.315, -0.077, 0.083, 0.076, 0.042, 0.099, 0.112, 0.076, -0.042, 0.062, 0.046, -0.047, 0.021, 0.068, -0.037, 0.036, 0.060, -0.064, -0.008, -0.016, -0.074, 0.018, -0.014, -0.057, 0.049, 0.001, -0.060, 0.052, 0.000]
}